ORCA calculation (wB97M-V/def2-TZVPD) on a molecular structure, CH12BrMnO5.

- 2S+1: 7
- HOMO-LUMO gap (alpha / beta): 0.16736 / 0.11323 Eh
- Energy: -4145.658268 hartree
- E_HOMO (alpha / beta): -15.945 / -15.932 eV
- <S²>: 12.0114
- Total charge: +2

Cartesian coordinates (Å):
1 Mn 1.1175 1.5863 -3.7647
2 Br 0.6546 0.8029 -1.2747
3 C -2.6253 -0.9206 0.1258
4 O -3.1786 -0.6729 1.3914
5 H -3.2471 -0.5212 -0.6754
6 H -1.6240 -0.4900 0.1357
7 H -2.4379 -1.9863 -0.0062
8 H -2.4409 -0.7906 1.9944
9 O 1.6867 -2.5714 -1.8794
10 H 1.1824 -1.7689 -1.7456
11 H 1.0615 -3.1866 -2.2627
12 O 1.3338 1.1397 2.3875
13 H 0.8794 1.2962 1.5596
14 H 2.1826 0.7792 2.1310
15 O -1.5835 2.6651 0.5898
16 H -1.0265 2.1319 0.0227
17 H -1.5521 3.5401 0.2030
18 O 3.1735 -0.1505 0.6936
19 H 2.6167 -0.0745 -0.0813
20 H 3.8273 -0.8079 0.4558